This record from the Open Molecules 2025 dataset describes a structure of composition CH2NO3S in a non-equilibrium geometry. The level of theory is wB97M-V/def2-TZVPD.

## Properties
2S+1: 1
Total charge: -1
Gap between HOMO and LUMO, eV: 7.308

Each line ends with the Löwdin charge.
Cartesian coordinates (Å):
C1 -1.9084 0.2981 0.0097  -0.65
S1 0.7756 1.6670 0.0459  0.62
H1 0.2664 -1.0114 -0.8232  0.08
N1 -0.2938 0.8127 -0.9301  -0.60
O1 0.3984 -0.2557 -1.4696  -0.27
O2 -2.1683 -0.8277 -0.3044  0.03
O3 -2.1860 1.3172 0.5422  0.02
H2 1.4259 2.4458 -0.8067  -0.22